No. 1
ORCA calculation (the ωB97M-V functional and the def2-TZVPD basis) on a structure of composition C14H23BBeN6.

Results
LUMO energy (spin up / spin down) = -11.44 / -10.67 eV
HOMO-LUMO gap (spin up / spin down) = 4.202 / 5.041 eV
Maximum force = 4.56 eV Å⁻¹
HOMO (spin up / spin down) = -15.64 / -15.71 eV
Total charge = +2
E_tot = -914.7472 hartree

Each line ends with the natural charge from an NBO analysis.
Atoms and positions in Å:
C -2.833 -0.206 1.316  0.017
N -1.867 -0.151 0.385  -0.497
N -2.468 0.142 -0.822  -0.353
C -3.810 0.241 -0.630  0.043
C -4.089 0.029 0.720  -0.303
B -1.677 0.235 -2.192  0.511
N -0.681 1.457 -2.353  -0.353
N 0.490 1.583 -1.634  -0.496
C 1.110 2.695 -2.062  0.023
C 0.357 3.300 -3.088  -0.302
C -0.763 2.483 -3.240  0.043
Be 0.133 0.368 0.035  1.625
N -0.840 -1.060 -2.328  -0.231
N 0.115 -1.266 -1.388  -0.285
C 0.723 -2.428 -1.677  -0.002
C 0.145 -2.990 -2.835  0.004
C -0.847 -2.086 -3.217  0.089
H 1.533 -2.794 -1.046  0.264
H -1.552 -2.097 -4.048  0.284
H 0.413 -3.925 -3.325  0.283
H -2.498 0.318 -3.079  0.016
H -1.610 2.551 -3.921  0.255
H -4.470 0.447 -1.472  0.255
H 0.600 4.201 -3.650  0.276
H -5.065 0.033 1.203  0.275
H 2.058 2.992 -1.615  0.248
H -2.574 -0.415 2.353  0.247
H 2.469 1.138 0.847  0.162
C 2.957 1.901 1.475  -0.850
H 3.523 2.596 0.834  0.242
H 2.191 2.460 2.036  0.224
H 3.645 1.410 2.182  0.239
C -0.081 -0.520 3.329  -0.620
C 1.304 -0.562 2.703  -0.272
C 2.140 -1.683 3.336  -0.580
C 1.234 -0.759 1.163  -0.594
H -0.637 -1.458 3.115  0.210
H -0.616 0.365 2.933  0.205
H -0.003 -0.395 4.431  0.254
H 1.781 0.384 2.979  0.247
H 1.686 -2.677 3.138  0.221
H 3.170 -1.669 2.920  0.230
H 2.212 -1.536 4.435  0.275
H 2.246 -0.905 0.725  0.242
H 0.748 -1.748 1.028  0.228



No. 2
ORCA calculation (the ωB97M-V functional and the def2-TZVPD basis) on a structure of composition C13H29BInO4Pt.

Results
LUMO energy = -8.09 eV
HOMO-LUMO gap = 2.418 eV
Maximum force = 1.53 eV Å⁻¹
HOMO = -10.51 eV
Total charge = +1
E_tot = -1147.4647 hartree

Each line ends with the Mulliken charge.
Atoms and positions in Å:
C 0.936 -1.839 2.841  -0.955
C -0.522 -1.967 3.286  -0.847
C -1.524 -1.295 2.321  0.369
C -2.746 -2.147 1.940  -0.981
C -2.648 -2.880 0.593  -0.610
C -1.270 -3.514 0.296  -0.278
C -0.517 -3.078 -0.926  -1.261
In -0.598 -0.932 -1.603  1.196
C 0.973 0.194 -0.458  -0.199
C 0.130 1.402 -0.119  -0.495
O 1.031 2.235 0.578  -0.179
C 0.762 3.596 0.477  0.449
O -0.339 4.008 0.743  -0.531
C 1.936 4.426 0.046  -0.146
C 3.084 3.657 -0.600  -0.754
C -0.110 -0.188 -3.664  -0.799
B -0.312 1.373 -3.791  0.277
O 0.739 2.187 -4.141  -0.540
O -1.573 1.923 -3.679  -0.498
H 1.604 -2.474 3.424  0.397
H 1.278 -0.802 2.928  0.295
H 1.051 -2.122 1.786  0.139
H -0.764 -3.030 3.369  0.384
H -0.605 -1.495 4.264  0.426
H -0.992 -0.963 1.420  -0.661
H -1.899 -0.395 2.812  0.641
H -2.982 -2.848 2.743  0.363
H -3.603 -1.474 1.847  0.363
H -3.390 -3.683 0.614  0.353
H -2.959 -2.218 -0.217  0.273
H -1.454 -4.588 0.135  0.516
H -0.608 -3.445 1.157  0.134
H 0.558 -3.212 -0.784  0.462
H -0.809 -3.597 -1.849  0.445
H -2.277 -0.445 -1.463  -0.113
H 1.226 -0.413 0.410  0.003
H 1.867 0.413 -1.038  0.449
H -0.260 1.901 -1.017  0.248
H -0.747 1.138 0.486  0.198
H 1.525 5.135 -0.677  0.297
H 2.270 4.956 0.938  0.318
H 2.719 3.036 -1.420  -0.073
H 3.571 2.928 0.134  -0.046
H 3.821 4.361 -0.977  0.495
H 0.921 -0.517 -3.811  0.373
H -0.834 -0.714 -4.288  0.381
H 1.561 2.013 -3.677  0.279
H -1.899 2.106 -2.797  0.372
Pt 4.679 3.285 1.411  0.073



No. 3
ORCA calculation (the ωB97M-V functional and the def2-TZVPD basis) on a structure of composition C25H17Cl3NO2PRuSe2.

Results
LUMO energy (spin up / spin down) = 1.08 / 1.00 eV
HOMO-LUMO gap (spin up / spin down) = 5.494 / 5.145 eV
Maximum force = 1.90 eV Å⁻¹
Expectation value of S² = 0.815
2S+1 = 2
ΔE to the lowest compared entry with this formula, charge and spin = 1.887 eV
HOMO (spin up / spin down) = -4.41 / -4.14 eV
Total charge = -1
E_tot = -7787.8499 hartree

Each line ends with the Löwdin spin population.
Atoms and positions in Å:
Ru 0.696 0.827 -0.580  0.110
Se -1.011 0.893 2.923  0.003
P 0.683 0.182 1.787  0.008
Se 2.985 0.778 -0.525  0.201
C 0.713 -1.654 1.892  0.000
C 0.453 -2.270 3.114  0.000
C 0.510 -3.649 3.232  0.000
C 0.816 -4.431 2.125  0.000
C 1.064 -3.825 0.902  0.000
C 1.013 -2.442 0.786  -0.001
C 2.210 0.595 2.726  0.004
C 3.343 -0.213 2.645  0.003
C 4.511 0.144 3.302  0.001
C 4.564 1.317 4.041  0.000
C 3.440 2.127 4.124  0.001
C 2.268 1.765 3.475  0.000
H 0.188 -1.652 3.964  0.000
H 0.308 -4.118 4.188  0.000
H 0.854 -5.510 2.216  0.000
H 1.294 -4.429 0.033  0.000
H 1.204 -1.969 -0.169  -0.001
H 3.311 -1.130 2.068  0.001
H 5.383 -0.496 3.233  0.000
H 5.477 1.598 4.552  0.000
H 3.472 3.042 4.704  0.000
H 1.378 2.377 3.556  0.000
Cl -6.663 0.624 -0.414  0.000
C -4.936 0.343 -0.437  0.000
C -4.453 -0.962 -0.638  0.001
C -3.111 -1.207 -0.661  -0.001
C -2.156 -0.161 -0.493  -0.001
O -0.914 -0.468 -0.523  -0.012
C -2.671 1.146 -0.286  0.000
C -1.832 2.267 -0.011  0.000
O -0.601 2.350 -0.101  -0.004
C -4.063 1.370 -0.250  0.000
H -5.159 -1.772 -0.768  0.000
H -2.725 -2.208 -0.798  0.000
H -2.346 3.189 0.286  0.000
H -4.430 2.373 -0.067  0.000
Cl 0.331 3.867 -3.468  0.009
C -0.100 2.427 -4.328  0.022
C -0.523 2.512 -5.635  0.001
C -0.875 1.358 -6.326  -0.001
C -0.799 0.122 -5.694  0.002
C -0.381 0.037 -4.384  0.022
Cl -0.285 -1.508 -3.620  0.003
C -0.007 1.188 -3.631  0.082
N 0.420 1.137 -2.385  0.547
H -0.577 3.482 -6.111  0.001
H -1.207 1.422 -7.354  0.000
H -1.068 -0.785 -6.219  0.001



No. 4
ORCA calculation (the ωB97M-V functional and the def2-TZVPD basis) on an isolated molecule of C18H24F3N3O3S.

Results
SMILES = CCOC(=O)[C@](NC(=O)CC(C)C)(Nc1sc(C)c(CC)c1C#N)C(F)(F)F
LUMO energy = 0.47 eV
HOMO-LUMO gap = 8.899 eV
Maximum force = 1.24 eV Å⁻¹
ΔE to the lowest compared entry with this formula, charge and spin = 0.304 eV
HOMO = -8.42 eV
Total charge = 0
E_tot = -1788.1268 hartree

Each line ends with the natural charge from an NBO analysis.
Atoms and positions in Å:
C 0.249 -5.042 1.152  -0.625
C 1.160 -3.855 1.393  -0.073
O 1.014 -2.948 0.291  -0.525
C 1.882 -1.958 0.231  0.822
O 2.870 -1.825 0.895  -0.582
C 1.560 -1.016 -0.980  0.111
N 1.535 0.325 -0.489  -0.640
C 1.016 0.564 0.752  0.727
O 0.576 -0.355 1.413  -0.613
C 1.056 1.996 1.204  -0.505
C 2.420 2.680 0.964  -0.218
C 2.864 3.424 2.223  -0.596
C 2.350 3.650 -0.215  -0.605
N 0.342 -1.398 -1.699  -0.623
C -0.888 -1.057 -1.156  0.086
S -1.942 -2.237 -0.454  0.441
C -3.149 -1.030 -0.110  -0.174
C -4.430 -1.429 0.537  -0.645
C -2.743 0.211 -0.484  -0.006
C -3.553 1.463 -0.351  -0.423
C -4.250 1.804 -1.669  -0.594
C -1.450 0.198 -1.101  -0.292
C -0.848 1.349 -1.622  0.315
N -0.371 2.312 -2.030  -0.362
C 2.713 -1.153 -1.990  0.974
F 3.880 -0.740 -1.503  -0.301
F 2.867 -2.424 -2.382  -0.321
F 2.483 -0.432 -3.095  -0.314
H 0.537 -5.561 0.241  0.212
H 0.322 -5.730 1.989  0.221
H -0.780 -4.707 1.053  0.215
H 2.211 -4.153 1.463  0.198
H 0.887 -3.314 2.304  0.199
H 1.783 1.086 -1.104  0.434
H 0.274 2.541 0.672  0.242
H 0.803 1.997 2.265  0.238
H 3.168 1.909 0.750  0.208
H 2.975 2.735 3.056  0.211
H 2.134 4.185 2.493  0.201
H 3.820 3.912 2.053  0.210
H 1.715 4.497 0.038  0.207
H 1.937 3.182 -1.106  0.211
H 3.341 4.026 -0.454  0.211
H 0.383 -2.385 -1.936  0.403
H -4.549 -2.509 0.499  0.225
H -4.444 -1.120 1.583  0.227
H -5.277 -0.965 0.034  0.225
H -2.894 2.288 -0.073  0.220
H -4.295 1.337 0.438  0.214
H -4.902 0.990 -1.979  0.203
H -3.515 1.975 -2.452  0.214
H -4.848 2.705 -1.556  0.211